*P*
Here is a cluster of 6 separate species, C6H24N12O6 in total from OMol25. Energies are from the ωB97M-V functional and the def2-TZVPD basis.

Properties
Frontier orbital gap   9.3 eV
Structure (SMILES)   NC(N)=O.NC(N)=O.NC(N)=O.NC(N)=O.NC(N)=O.NC(N)=O

Bonds (Å) are listed after each position.
Atoms and positions in Å:
1 N -0.2107 4.9827 -5.9521  C2 1.323, H5 1.010, H6 1.010
2 C 0.4755 3.8654 -6.1250  N1 1.323, N3 1.354, O4 1.203
3 N 0.7272 3.5578 -7.4197  C2 1.354, H7 1.010, H8 1.010
4 O 0.8670 3.2412 -5.1734  C2 1.203
5 H -0.4368 5.3263 -5.0296  N1 1.010
6 H -0.6872 5.4150 -6.7306  N1 1.010
7 H 0.5842 4.2526 -8.1387  N3 1.010
8 H 1.1738 2.6713 -7.6060  N3 1.010
9 N 3.2417 3.5831 4.0967  C10 1.329, H13 1.010, H14 1.010
10 C 4.3419 2.8408 4.1569  N9 1.329, N11 1.300, O12 1.248
11 N 4.5802 2.3737 5.3467  C10 1.300, H15 1.010, H16 1.010
12 O 5.2568 2.8554 3.3085  C10 1.248
13 H 2.9743 3.7062 3.1306  N9 1.010
14 H 2.5676 3.1808 4.7322  N9 1.010
15 H 3.9133 2.2492 6.0950  N11 1.010
16 H 5.3995 1.7863 5.4082  N11 1.010
17 N -1.1801 -5.0673 4.2720  C18 1.276, H21 1.010, H22 1.010
18 C -1.5447 -3.8462 4.3335  N17 1.276, N19 1.332, O20 1.177
19 N -2.8573 -3.8089 4.5567  C18 1.332, H23 1.010, H24 1.010
20 O -0.7539 -2.9743 4.3159  C18 1.177
21 H -0.1892 -5.2627 4.2679  N17 1.010
22 H -1.8600 -5.8072 4.3744  N17 1.010
23 H -3.2499 -4.7355 4.6429  N19 1.010
24 H -3.2736 -2.8984 4.6904  N19 1.010
25 N 2.3306 -2.4722 0.0395  C26 1.333, H29 1.010, H30 1.010
26 C 3.5460 -2.0797 0.4223  N25 1.333, N27 1.258, O28 1.199
27 N 3.6187 -1.8233 1.6521  C26 1.258, H31 1.010, H32 1.010
28 O 4.4096 -1.7907 -0.3580  C26 1.199
29 H 2.1620 -2.4912 -0.9561  N25 1.010
30 H 1.7520 -2.9962 0.6804  N25 1.010
31 H 4.3522 -1.2511 2.0455  N27 1.010
32 H 2.9000 -2.0842 2.3119  N27 1.010
33 N -1.1722 0.6390 0.7975  C34 1.360, H37 1.010, H38 1.010
34 C -0.6362 1.4173 -0.1803  N33 1.360, N35 1.296, O36 1.251
35 N -1.4104 1.4317 -1.2195  C34 1.296, H39 1.010, H40 1.010
36 O 0.4178 2.0701 -0.0165  C34 1.251
37 H -0.6001 0.4219 1.6011  N33 1.010
38 H -1.9669 0.0542 0.5819  N33 1.010
39 H -1.0012 1.8736 -2.0302  N35 1.010
40 H -2.2554 0.8788 -1.2413  N35 1.010
41 N -4.1506 -2.5060 -3.4693  C42 1.300, H45 1.010, H46 1.010
42 C -4.5240 -1.8235 -2.4274  N41 1.300, N43 1.300, O44 1.210
43 N -5.0456 -0.7378 -2.9168  C42 1.300, H47 1.010, H48 1.010
44 O -4.6379 -2.1324 -1.2631  C42 1.210
45 H -3.9849 -2.1467 -4.3986  N41 1.010
46 H -3.7794 -3.4059 -3.2002  N41 1.010
47 H -4.6910 -0.3728 -3.7892  N43 1.010
48 H -5.4929 -0.1603 -2.2192  N43 1.010


*Q*
Here is a cluster of 6 separate species, C6H24N12O6 in total from OMol25. Energies are from the ωB97M-V functional and the def2-TZVPD basis.

Properties
Frontier orbital gap   9.3 eV
Structure (SMILES)   NC(N)=O.NC(N)=O.NC(N)=O.NC(N)=O.NC(N)=O.NC(N)=O

Bonds (Å) are listed after each position.
Atoms and positions in Å:
1 N 0.0335 8.0795 -4.7182  C2 1.362, H5 1.029, H6 0.999
2 C 1.3774 7.9433 -4.5408  N1 1.362, N3 1.378, O4 1.224
3 N 2.0274 9.1170 -4.8558  C2 1.378, H7 1.008, H8 1.000
4 O 1.9305 6.9656 -4.0534  C2 1.224
5 H -0.4413 7.2973 -4.2479  N1 1.029
6 H -0.3647 8.8324 -5.2407  N1 0.999
7 H 3.0220 8.9606 -4.9103  N3 1.008
8 H 1.5147 9.8385 -5.3212  N3 1.000
9 N -0.1115 4.5476 -4.2024  C10 1.355, H13 1.016, H14 1.007
10 C -1.1408 5.0065 -3.4491  N9 1.355, N11 1.347, O12 1.238
11 N -1.9370 4.0468 -2.9403  C10 1.347, H15 1.009, H16 1.013
12 O -1.3647 6.2096 -3.2619  C10 1.238
13 H 0.6101 5.2558 -4.2980  N9 1.016
14 H 0.1857 3.5890 -4.1265  N9 1.007
15 H -2.7814 4.3489 -2.4784  N11 1.009
16 H -1.6764 3.0709 -3.0223  N11 1.013
17 N -2.3252 1.0640 -4.1653  C18 1.356, H21 1.007, H22 1.005
18 C -1.4575 0.6720 -3.1995  N17 1.356, N19 1.360, O20 1.237
19 N -1.6065 -0.6161 -2.7902  C18 1.360, H23 1.004, H24 1.003
20 O -0.7524 1.4576 -2.5546  C18 1.237
21 H -2.0775 1.9521 -4.5709  N17 1.007
22 H -2.8015 0.3779 -4.7236  N17 1.005
23 H -2.3378 -1.1795 -3.1853  N19 1.004
24 H -1.1530 -0.9335 -1.9535  N19 1.003
25 N -1.5389 8.7163 -1.9605  C26 1.345, H29 1.002, H30 1.014
26 C -2.3991 9.7100 -2.2474  N25 1.345, N27 1.363, O28 1.232
27 N -3.2788 9.4083 -3.2441  C26 1.363, H31 1.004, H32 1.003
28 O -2.3451 10.8404 -1.7600  C26 1.232
29 H -0.7072 8.9060 -1.4340  N25 1.002
30 H -1.6313 7.8520 -2.4826  N25 1.014
31 H -3.3765 8.4927 -3.6440  N27 1.004
32 H -3.8451 10.1514 -3.6096  N27 1.003
33 N -5.9144 6.2226 -2.4467  C34 1.366, H37 1.002, H38 1.004
34 C -5.4858 5.6135 -1.3021  N33 1.366, N35 1.358, O36 1.220
35 N -6.4398 5.6011 -0.3361  C34 1.358, H39 1.001, H40 1.003
36 O -4.3499 5.1945 -1.1485  C34 1.220
37 H -5.3574 6.4112 -3.2577  N33 1.002
38 H -6.8877 6.4566 -2.5298  N33 1.004
39 H -6.2725 5.1770 0.5556  N35 1.001
40 H -7.2090 6.2103 -0.5427  N35 1.003
41 N 5.6516 3.5729 -4.4170  C42 1.364, H45 1.004, H46 1.005
42 C 4.6630 4.4770 -4.6750  N41 1.364, N43 1.347, O44 1.221
43 N 3.5962 4.3945 -3.8566  C42 1.347, H47 1.008, H48 1.005
44 O 4.7395 5.3018 -5.5725  C42 1.221
45 H 6.4628 3.6159 -5.0074  N41 1.004
46 H 5.7836 3.3015 -3.4579  N41 1.005
47 H 2.8574 5.0748 -3.9396  N43 1.008
48 H 3.6643 3.8952 -2.9873  N43 1.005


Compare the structures above. Which one is the least stable? *P* is.